1.
{
  "formula": "C43H75N10O7S2",
  "method": "wB97M-V/def2-TZVPD",
  "charge": -1,
  "e_homo_ha": -0.189,
  "homo_lumo_gap_ev": 6.8,
  "lumo_energy_ev": 1.6,
  "elements": ["C", "C", "C", "O", "O", "C", "C", "S", "O", "O", "N", "S", "O", "O", "C", "C", "O", "H", "H", "H", "H", "H", "H", "H", "H", "H", "H", "H", "H", "C", "C", "C", "C", "N", "H", "H", "H", "H", "H", "H", "H", "C", "C", "C", "C", "N", "H", "H", "H", "H", "H", "H", "H", "C", "C", "C", "C", "N", "H", "H", "H", "H", "H", "H", "H", "C", "C", "C", "C", "N", "H", "H", "H", "H", "H", "H", "H", "C", "C", "C", "C", "N", "H", "H", "H", "H", "H", "H", "H", "C", "C", "C", "C", "N", "H", "H", "H", "H", "H", "H", "H", "C", "C", "C", "C", "N", "H", "H", "H", "H", "H", "H", "H", "C", "C", "C", "C", "N", "H", "H", "H", "H", "H", "H", "H", "C", "C", "C", "C", "N", "H", "H", "H", "H", "H", "H", "H"],
  "positions_angstrom": [[0.9913, -4.1487, -0.2093], [1.7586, -3.3071, 0.9872], [1.4632, -1.6941, 0.9782], [0.9775, -1.0631, 2.0830], [1.7300, -0.7869, -0.1840], [0.3868, -0.6940, -0.8431], [-0.3434, 0.7476, -0.5682], [-2.0648, 0.6406, 0.1652], [-2.9891, 1.6218, -0.6515], [-2.0019, 1.2215, 1.6042], [-2.7080, -0.9797, 0.0625], [-4.1115, -1.1950, 1.1003], [-3.8312, -0.9889, 2.6081], [-5.2531, -0.2641, 0.5480], [-4.5967, -3.0331, 0.9084], [-4.2064, -3.3982, -0.6761], [-5.0394, -3.0256, -1.6845], [-0.1504, -3.8144, -0.1571], [1.3840, -3.9221, -1.2882], [1.0124, -5.3222, 0.0081], [1.3195, -3.7330, 2.0111], [2.9116, -3.5545, 0.9528], [0.5881, -0.8565, -2.0038], [-0.2078, -1.6332, -0.4775], [0.3648, 1.3505, 0.1658], [-0.3842, 1.3954, -1.5702], [-3.8624, -3.6078, 1.6537], [-5.7298, -3.2291, 1.1506], [-3.1937, -3.9335, -0.9641], [-5.5306, -3.6640, -7.2051], [-5.1752, -3.9265, -5.7450], [-5.0117, -2.6407, -4.9321], [-3.8904, -1.8001, -5.5209], [-2.9603, -1.1028, -6.0093], [-4.7393, -3.1106, -7.7206], [-5.6656, -4.6099, -7.7392], [-6.4613, -3.0909, -7.2854], [-4.2485, -4.5121, -5.7054], [-5.9626, -4.5387, -5.2921], [-4.7713, -2.8823, -3.8914], [-5.9402, -2.0597, -4.9402], [2.8533, 3.4390, 4.9229], [1.5664, 2.6201, 4.9270], [1.5955, 1.4611, 3.9286], [1.7769, 2.0017, 2.5195], [1.9274, 2.4501, 1.3507], [3.0265, 3.9152, 3.9526], [2.7984, 4.2368, 5.6705], [3.7194, 2.8100, 5.1583], [0.7229, 3.2841, 4.7016], [1.4021, 2.2212, 5.9339], [0.6579, 0.8978, 3.9795], [2.4171, 0.7746, 4.1599], [6.0994, 8.6826, 5.1115], [6.3581, 7.2991, 4.5233], [5.0855, 6.4595, 4.3954], [4.4665, 6.2529, 5.7682], [3.9530, 6.0815, 6.9070], [5.7058, 8.6213, 6.1311], [7.0306, 9.2562, 5.1573], [5.3838, 9.2421, 4.4982], [7.0870, 6.7762, 5.1545], [6.8129, 7.4132, 3.5332], [5.3215, 5.4842, 3.9570], [4.3596, 6.9580, 3.7439], [8.6813, 8.8909, 10.1825], [7.5501, 9.7665, 9.6528], [7.2914, 9.5647, 8.1584], [8.5401, 9.9214, 7.3684], [9.5760, 10.2173, 6.7131], [9.6358, 9.1295, 9.7028], [8.8110, 9.0472, 11.2582], [8.4668, 7.8291, 10.0154], [7.7935, 10.8177, 9.8496], [6.6341, 9.5385, 10.2087], [6.4643, 10.2032, 7.8308], [7.0194, 8.5239, 7.9521], [-8.4187, -7.4689, -2.9707], [-9.5499, -6.5933, -3.5004], [-9.8086, -6.7950, -4.9949], [-8.5599, -6.4383, -5.7848], [-7.5240, -6.1424, -6.4401], [-7.4642, -7.2302, -3.4505], [-8.2890, -7.3125, -1.8951], [-8.6332, -8.5306, -3.1378], [-9.3065, -5.5420, -3.3036], [-10.4659, -6.8212, -2.9446], [-10.6357, -6.1565, -5.3224], [-10.0806, -7.8358, -5.2012], [-4.2865, -0.6286, -9.3331], [-3.1813, -0.7535, -10.3771], [-3.6257, -0.3046, -11.7706], [-4.7855, -1.1666, -12.2421], [-5.7477, -1.8817, -12.6333], [-5.1410, -1.2704, -9.5701], [-3.9157, -0.9325, -8.3490], [-4.6415, 0.4057, -9.2594], [-2.8432, -1.7964, -10.4124], [-2.3247, -0.1477, -10.0620], [-2.7958, -0.4003, -12.4785], [-3.9395, 0.7447, -11.7549], [0.4741, -8.9095, 1.8127], [0.8373, -8.3053, 3.1655], [-0.2052, -7.3056, 3.6698], [-0.3309, -6.1542, 2.6853], [-0.4351, -5.1992, 1.8686], [0.4226, -8.1463, 1.0298], [1.2315, -9.6379, 1.5062], [-0.4934, -9.4224, 1.8591], [1.8147, -7.8141, 3.0834], [0.9432, -9.1126, 3.8984], [0.0937, -6.9119, 4.6469], [-1.1806, -7.7910, 3.7832], [-2.5098, -6.5810, -2.3700], [-1.2434, -7.4306, -2.3339], [-1.4629, -8.7984, -1.6845], [-1.9203, -8.6166, -0.2464], [-2.2998, -8.4657, 0.9466], [-2.8726, -6.3530, -1.3627], [-2.3126, -5.6261, -2.8675], [-3.3098, -7.0923, -2.9176], [-0.4638, -6.8820, -1.7913], [-0.8825, -7.5743, -3.3582], [-0.5309, -9.3732, -1.6953], [-2.2198, -9.3683, -2.2343], [6.4545, 11.3964, -0.2131], [7.5940, 11.4400, 0.8001], [7.2559, 10.7199, 2.1070], [6.0519, 11.3791, 2.7599], [5.0530, 11.9260, 3.3014], [5.5616, 11.9077, 0.1604], [6.7510, 11.8974, -1.1402], [6.1843, 10.3623, -0.4555], [7.8448, 12.4877, 1.0067], [8.4823, 10.9777, 0.3560], [8.1078, 10.7676, 2.7933], [7.0308, 9.6648, 1.9178]],
  "atomic_forces_ev_per_a": [[-0.9, 0.4, 0.0], [-0.3, -0.6, 0.0], [-1.8, 4.3, 5.1], [3.3, -4.5, -7.0], [-1.9, -2.9, 2.0], [-0.4, -0.5, -1.2], [2.0, -0.4, -0.9], [-5.2, 4.6, 2.2], [3.6, -3.5, 1.6], [0.8, -2.5, -3.9], [-0.3, 0.6, 1.5], [-1.1, 5.7, 1.4], [-0.9, -1.5, -4.6], [3.5, -4.0, 1.9], [1.6, -1.2, -1.3], [-4.2, 2.2, -3.9], [5.1, -2.6, 6.3], [2.5, -0.9, -0.2], [-0.5, -0.3, 2.1], [0.2, 2.8, -0.5], [1.1, 1.4, -2.3], [-2.2, 0.9, 0.0], [-0.4, 0.5, 2.5], [0.5, 2.2, -0.8], [-1.9, -1.4, -1.2], [-0.4, -1.7, 2.2], [-1.7, 1.3, -1.7], [2.4, 0.8, -0.6], [-1.9, 1.1, 0.8], [0.0, -0.2, -0.2], [0.0, -0.1, -0.3], [1.0, 0.3, -0.5], [6.1, 4.9, -3.0], [-7.3, -5.6, 3.8], [-0.1, 0.0, 0.1], [-0.1, 0.2, 0.1], [0.1, -0.1, 0.0], [-0.1, 0.1, 0.1], [0.2, 0.2, 0.0], [0.0, 0.3, -0.1], [0.2, 0.1, 0.0], [0.0, 0.2, 0.2], [0.1, 0.3, 0.0], [-0.1, 0.6, -0.9], [0.9, 2.6, -8.0], [-1.0, -3.4, 9.4], [-0.1, -0.1, 0.0], [0.0, -0.3, -0.1], [0.0, 0.1, 0.0], [0.1, -0.2, 0.0], [0.0, -0.1, -0.2], [0.2, 0.0, -0.4], [-0.1, 0.1, -0.2], [0.0, 0.1, -0.1], [0.2, 0.3, 0.2], [-0.2, -0.2, 1.1], [-3.6, -1.2, 7.6], [4.2, 1.5, -9.0], [-0.1, -0.1, -0.2], [-0.1, 0.0, -0.1], [0.1, 0.0, 0.2], [-0.1, 0.0, -0.2], [-0.1, -0.2, 0.1], [-0.2, 0.1, 0.2], [0.0, -0.1, 0.2], [0.1, -0.1, 0.1], [0.2, 0.0, 0.4], [1.0, 0.4, -0.3], [6.8, 1.9, -4.7], [-8.2, -2.3, 5.2], [-0.1, 0.0, 0.0], [0.0, -0.1, -0.1], [0.1, 0.1, 0.0], [-0.1, -0.1, -0.1], [0.0, 0.1, -0.2], [0.2, -0.1, -0.1], [0.2, 0.2, -0.1], [0.1, 0.0, 0.1], [0.2, 0.0, 0.4], [0.9, 0.4, -0.4], [6.8, 1.9, -4.7], [-8.3, -2.4, 5.3], [-0.1, 0.0, 0.0], [0.0, -0.1, -0.2], [0.1, 0.1, 0.0], [-0.1, -0.1, -0.1], [0.0, 0.1, -0.2], [0.2, -0.1, -0.1], [0.2, 0.1, -0.1], [0.0, 0.0, 0.2], [-0.1, -0.1, 0.4], [-0.7, -0.8, -0.2], [-6.5, -4.7, -2.9], [7.7, 5.7, 3.1], [0.1, 0.1, -0.1], [0.0, 0.2, -0.2], [0.0, -0.1, 0.0], [0.0, 0.2, -0.1], [-0.1, -0.1, -0.2], [-0.3, 0.0, -0.1], [-0.1, -0.2, -0.1], [0.2, -0.3, 0.1], [0.3, -0.2, -0.3], [0.1, 0.8, -0.8], [-1.0, 6.5, -5.2], [0.5, -7.9, 6.9], [-0.1, -0.1, 0.2], [0.0, 0.1, 0.1], [0.4, 0.2, 0.0], [-0.2, 0.0, 0.1], [-0.1, 0.2, 0.0], [-0.1, 0.1, -0.2], [0.1, 0.2, -0.2], [0.0, 0.1, -0.1], [0.0, 0.4, -0.1], [-0.2, 0.4, 1.1], [-2.9, 0.8, 8.0], [2.7, -1.1, -9.7], [0.0, -0.1, -0.1], [-0.1, -0.1, 0.0], [0.1, 0.1, 0.1], [-0.1, -0.2, -0.1], [0.0, -0.1, 0.2], [-0.2, 0.0, 0.2], [0.0, 0.1, 0.2], [0.0, 0.0, -0.1], [-0.1, 0.2, -0.4], [-0.8, 0.7, 0.4], [-6.7, 3.5, 3.9], [8.0, -4.3, -4.3], [0.1, -0.1, 0.0], [0.0, -0.1, 0.1], [0.0, 0.2, 0.0], [0.0, -0.2, 0.1], [-0.1, 0.0, 0.2], [-0.3, 0.0, 0.1], [-0.1, 0.2, 0.1]]
}

---

2.
{
  "formula": "C38H33CuN6O4PS2",
  "method": "wB97M-V/def2-TZVPD",
  "e_homo_ha": [-0.280, -0.283],
  "homo_lumo_gap_ev": [7.9, 6.3],
  "multiplicity": 2,
  "lumo_energy_ev": [0.2, -1.4],
  "elements": ["Cu", "O", "C", "O", "C", "C", "C", "C", "C", "C", "P", "C", "C", "C", "C", "C", "C", "C", "C", "C", "C", "C", "C", "H", "H", "H", "H", "H", "H", "H", "H", "H", "H", "H", "H", "H", "H", "C", "C", "C", "C", "C", "C", "C", "S", "O", "O", "N", "C", "C", "C", "C", "C", "C", "C", "C", "N", "C", "H", "H", "H", "H", "H", "H", "H", "H", "H", "H", "H", "H", "H", "C", "C", "N", "N", "C", "S", "N", "N", "H", "H", "H", "H", "H", "H"],
  "positions_angstrom": [[-0.6604, -0.7418, 0.6135], [0.9173, 2.4081, 2.8195], [0.0690, 2.2692, 1.9608], [0.1579, 1.5215, 0.9029], [-1.2674, 2.9516, 2.0225], [-1.5394, 3.9552, 2.9384], [-2.7809, 4.5693, 2.9229], [-3.7391, 4.1708, 1.9983], [-3.4706, 3.1533, 1.0944], [-2.2251, 2.5306, 1.1044], [-1.6654, 1.2379, -0.0693], [-3.3083, 0.7554, -0.8157], [-4.2703, 0.2496, 0.0624], [-5.4455, -0.3153, -0.3967], [-5.6777, -0.4161, -1.7633], [-4.7293, 0.0610, -2.6510], [-3.5584, 0.6464, -2.1807], [-0.9024, 2.0864, -1.4873], [-1.5609, 3.1414, -2.1108], [-0.9776, 3.7897, -3.1885], [0.2602, 3.3760, -3.6614], [0.9199, 2.3219, -3.0464], [0.3450, 1.6882, -1.9560], [-0.7674, 4.2398, 3.6403], [-3.0043, 5.3628, 3.6237], [-4.7056, 4.6568, 1.9794], [-4.2329, 2.8530, 0.3892], [-4.0900, 0.2879, 1.1322], [-6.1749, -0.6925, 0.3080], [-6.5893, -0.8687, -2.1297], [-4.8976, -0.0135, -3.7176], [-2.8407, 1.0204, -2.9011], [-2.5308, 3.4628, -1.7502], [-1.4906, 4.6177, -3.6592], [0.7118, 3.8786, -4.5065], [1.8870, 1.9987, -3.4079], [0.8709, 0.8870, -1.4515], [7.2971, 0.3277, -0.6267], [5.9682, -0.3622, -0.4926], [5.8888, -1.7515, -0.5321], [4.6717, -2.4020, -0.4101], [3.5152, -1.6533, -0.2521], [3.5713, -0.2694, -0.2003], [4.7959, 0.3671, -0.3184], [1.9394, -2.4674, -0.1919], [2.1888, -3.8452, 0.1408], [1.2926, -2.1936, -1.4629], [1.0965, -1.6701, 0.8962], [1.4734, -1.6899, 2.2414], [2.6433, -2.1894, 2.7619], [2.9504, -2.0769, 4.1326], [2.0987, -1.4733, 5.0105], [0.8681, -0.9715, 4.5284], [-0.0819, -0.3506, 5.3669], [-1.2666, 0.0930, 4.8548], [-1.5053, -0.0857, 3.4835], [-0.6395, -0.6490, 2.6766], [0.5531, -1.0913, 3.1616], [7.9749, 0.0292, 0.1741], [7.1861, 1.4098, -0.5882], [7.7753, 0.0689, -1.5726], [6.7950, -2.3327, -0.6546], [4.6059, -3.4810, -0.4324], [2.6683, 0.2992, -0.0196], [4.8439, 1.4472, -0.2587], [3.3568, -2.6901, 2.1246], [3.8916, -2.4800, 4.4812], [2.3388, -1.3773, 6.0605], [0.1472, -0.2347, 6.4191], [-2.0097, 0.5777, 5.4706], [-2.4356, 0.2505, 3.0396], [-0.2151, -3.3339, -4.8312], [-0.8528, -3.5817, -3.5200], [-1.1670, -4.7373, -3.0167], [-1.6679, -4.4406, -1.7856], [-1.6451, -3.1345, -1.5083], [-2.1379, -2.4196, -0.0583], [-1.1581, -2.5796, -2.6360], [-0.9498, -1.2261, -2.8861], [-0.4594, -4.1439, -5.5129], [0.8680, -3.2868, -4.7105], [-0.5550, -2.3834, -5.2376], [-1.9343, -5.1692, -1.1459], [-1.6079, -0.7218, -2.2936], [-0.0116, -1.0249, -2.5304]],
  "atomic_forces_ev_per_a": [[0.2, 0.2, -0.3], [0.0, 0.1, 0.0], [0.0, -0.1, 0.0], [0.4, -0.1, -0.2], [0.0, 0.0, 0.0], [0.0, 0.0, 0.0], [0.0, 0.0, 0.0], [0.0, 0.0, 0.0], [0.0, -0.1, 0.0], [0.2, 0.0, 0.0], [-0.5, -0.1, 0.0], [0.0, 0.0, 0.1], [0.0, 0.0, 0.0], [0.0, 0.0, 0.0], [0.0, 0.0, 0.0], [0.0, 0.0, 0.0], [0.0, 0.1, 0.0], [0.0, 0.0, 0.0], [0.0, 0.0, 0.1], [0.0, 0.0, 0.0], [0.0, 0.0, 0.0], [0.0, 0.0, 0.0], [0.0, -0.1, 0.0], [0.0, 0.0, 0.0], [0.0, 0.0, 0.0], [0.0, 0.0, 0.0], [0.0, 0.0, 0.0], [0.0, 0.0, 0.0], [0.0, 0.0, 0.0], [0.0, 0.0, 0.0], [0.0, 0.0, 0.0], [0.0, 0.0, 0.0], [0.0, 0.0, 0.0], [0.0, 0.0, 0.0], [0.0, 0.0, 0.0], [0.0, 0.0, 0.0], [0.1, 0.0, 0.0], [0.0, 0.0, 0.0], [0.0, 0.0, 0.0], [0.0, 0.0, 0.0], [0.0, 0.0, 0.0], [0.0, 0.0, -0.1], [0.0, 0.0, 0.1], [0.0, 0.0, 0.0], [0.1, 0.3, -0.1], [0.0, 0.0, 0.0], [0.0, -0.1, -0.1], [-0.3, 0.0, 0.5], [0.0, 0.1, -0.1], [0.2, -0.1, 0.0], [-0.1, 0.1, 0.1], [0.0, 0.0, -0.1], [0.0, 0.0, 0.1], [0.0, 0.0, 0.0], [0.0, 0.0, 0.0], [0.0, 0.0, 0.0], [0.0, 0.0, 0.1], [0.0, 0.0, 0.0], [0.0, 0.0, 0.0], [0.0, 0.0, 0.0], [0.0, 0.0, 0.0], [0.0, 0.0, 0.0], [0.0, 0.0, 0.0], [-0.1, 0.1, 0.0], [0.0, 0.0, 0.0], [0.0, 0.0, 0.0], [0.0, 0.0, 0.0], [0.0, 0.0, 0.0], [0.0, 0.0, 0.0], [0.0, 0.0, 0.0], [0.0, 0.0, 0.0], [0.0, 0.0, 0.0], [-0.1, -0.1, 0.0], [0.0, 0.0, -0.1], [0.1, 0.1, 0.0], [0.2, -0.3, 0.2], [-0.2, 0.1, 0.0], [-0.1, 0.1, -0.1], [0.2, 0.0, 0.2], [0.0, 0.0, 0.0], [0.0, 0.0, 0.0], [0.0, 0.0, 0.0], [0.0, 0.0, 0.0], [-0.1, 0.0, -0.2], [-0.1, 0.0, 0.0]]
}

---

How do the records compare in relative energy (zero: lowest compared OMol25 entry of this formula, charge and spin)? In the order shown, they have 14.287 0.316 eV.